81
Properties=species:S:1:pos:R:3:forces:R:3:mulliken_spin:R:1 method="wB97M-V/def2-TZVPD" homo_lumo_gap_ev="6.385 / 6.465" charge=-1 homo_energy_ev="-4.77 / -4.85" total_energy_ha=-4088.54044 multiplicity=6
Mn 0.330000 0.494700 -0.488200 -1.13 0.37 -0.72 4.608
C 2.031900 -1.887100 4.747200 0.42 0.08 -0.29 0.000
C 1.425900 -0.494400 4.805900 -0.35 0.01 -0.41 0.000
S 0.550900 0.015200 3.265700 0.20 0.12 0.33 0.015
C 1.563000 1.409800 2.682700 -0.34 -0.34 0.09 -0.045
C 2.910300 1.023200 2.113900 -0.05 0.21 -0.39 -0.017
S 2.768900 0.111300 0.523000 0.54 -0.11 0.50 0.034
C 3.605500 -1.458100 1.007200 -0.43 0.27 -0.35 0.009
C 2.848900 -2.250500 2.056400 -0.09 -0.27 0.41 0.006
S 3.548900 -1.987800 3.736300 -0.28 -0.14 -0.04 0.000
H 1.326700 -2.621700 4.358500 -0.05 -0.01 0.12 0.000
H 2.346200 -2.193600 5.746800 -0.08 -0.06 -0.02 0.000
H 2.194900 0.244800 5.015800 0.04 0.08 0.09 0.000
H 0.679500 -0.462000 5.601800 0.03 0.06 0.02 0.000
H 1.670100 2.120900 3.504100 0.02 0.08 -0.11 0.003
H 0.949800 1.865000 1.897000 0.08 0.19 0.24 0.048
H 3.479200 0.394200 2.795900 0.01 0.05 -0.07 -0.002
H 3.483800 1.924200 1.896700 0.03 0.04 0.00 0.001
H 4.604900 -1.191200 1.347600 0.04 0.07 -0.10 0.001
H 3.696100 -2.016000 0.076400 0.02 0.01 0.05 0.001
H 2.890800 -3.322700 1.853000 0.04 0.09 -0.10 -0.001
H 1.801800 -1.939900 2.083100 0.15 -0.14 -0.01 -0.006
O -0.610000 0.075500 -7.564300 0.73 0.09 -0.62 0.000
C -1.505000 -0.066400 -6.730700 0.29 -0.12 0.98 0.000
O -2.725100 -0.145300 -6.844400 -0.88 -0.05 -0.01 0.000
C -0.977100 -0.160700 -5.241500 -0.14 0.00 -0.64 0.000
C 0.390000 -0.189900 -4.992300 0.02 -0.05 0.31 -0.003
C 0.831500 -0.187700 -3.685100 0.28 0.04 -0.15 0.030
N 0.009600 -0.176500 -2.633600 0.09 -0.07 0.28 -0.010
C -1.309500 -0.250700 -2.876400 -0.32 -0.02 0.03 0.053
C -1.839900 -0.226200 -4.158000 0.16 0.02 0.30 0.007
C -2.196200 -0.445200 -1.645700 -0.31 0.14 -0.78 0.013
O -3.396400 -0.605400 -1.775900 0.17 0.02 -0.01 0.008
O -1.540200 -0.486400 -0.545600 0.78 0.39 0.96 0.051
H 1.088800 -0.203400 -5.815500 -0.06 0.07 -0.11 0.000
H 1.894300 -0.173600 -3.460700 -0.01 0.04 0.01 -0.004
H -2.911200 -0.255800 -4.296900 0.02 -0.03 -0.06 0.000
C -2.257400 6.251300 2.182900 0.00 -0.09 -0.03 0.000
C -2.003600 4.787000 1.932400 -0.06 -0.10 0.16 -0.007
C -2.609100 3.805800 2.704400 0.00 0.15 -0.06 0.016
C -2.355600 2.461500 2.436200 -0.01 0.01 0.11 0.049
C -2.998900 1.382500 3.257900 0.00 -0.01 -0.04 0.002
C -1.501700 2.124700 1.411200 0.23 -0.04 -0.12 0.127
C -0.839600 3.086600 0.608300 -0.34 -0.09 0.52 -0.044
C -1.133100 4.434200 0.912200 0.15 -0.09 -0.16 -0.010
N 0.032400 2.606600 -0.321700 0.62 -1.03 -0.37 0.062
C 0.743200 3.514600 -1.216800 0.37 0.01 -0.14 -0.021
C 1.770700 4.370900 -0.443700 -0.32 -0.12 -0.11 -0.006
C 1.554200 2.668400 -2.218300 -0.39 0.09 0.27 0.104
C -0.219800 4.345900 -2.091300 0.17 -0.16 0.22 -0.007
H -2.982900 6.402300 2.978400 -0.05 0.00 0.09 0.000
H -2.642400 6.726700 1.281400 -0.03 0.08 -0.05 0.000
H -1.335200 6.766000 2.456800 0.02 0.03 0.02 0.000
H -3.285700 4.077800 3.504300 -0.05 0.03 0.06 0.001
H -3.622100 1.809300 4.042600 -0.07 -0.02 0.01 0.000
H -2.238800 0.753000 3.719700 0.01 -0.04 0.04 0.000
H -3.609200 0.744700 2.620500 -0.10 -0.08 0.02 -0.001
H -1.323400 1.065400 1.194500 -0.25 0.22 0.13 -0.080
H -0.679400 5.243500 0.364300 0.05 -0.01 -0.05 0.005
H 2.586500 3.732800 -0.103500 0.11 -0.09 0.00 -0.002
H 1.341500 4.843800 0.433400 -0.06 0.10 0.06 0.001
H 2.181300 5.136500 -1.095800 0.15 0.19 -0.07 0.001
H 2.088800 1.851600 -1.708600 0.04 0.16 -0.11 -0.029
H 2.285600 3.292800 -2.725200 0.16 0.03 -0.04 0.004
H 0.889800 2.257400 -2.975100 0.04 -0.12 0.00 -0.008
H -0.732700 5.129400 -1.548100 -0.06 0.11 -0.01 0.001
H -0.969800 3.662500 -2.487700 -0.07 0.03 -0.09 -0.001
H 0.318200 4.795200 -2.925300 0.05 0.06 -0.06 0.000
C 0.008100 -5.035700 0.824400 -0.05 0.40 -0.05 0.002
Sb -0.397100 -2.971100 0.185300 0.31 -0.84 -0.14 0.020
C -1.632200 -3.657200 -1.441300 0.01 0.19 0.32 0.003
C 1.380100 -2.932500 -1.095300 -0.25 0.24 0.21 0.020
H 0.307500 -5.658500 -0.009600 0.07 -0.09 -0.25 0.000
H -0.906600 -5.437900 1.244600 -0.20 -0.11 0.11 0.000
H 0.777500 -5.079200 1.588100 0.16 0.04 0.17 0.000
H -1.325700 -4.659600 -1.727800 0.09 -0.06 0.00 0.000
H -1.521000 -2.982400 -2.283900 -0.01 0.07 -0.10 0.000
H -2.672200 -3.662300 -1.138300 -0.19 0.02 -0.02 0.000
H 1.121500 -3.302700 -2.082500 -0.06 -0.03 -0.10 0.004
H 2.163300 -3.555300 -0.671200 0.08 -0.06 0.08 -0.001
H 1.730200 -1.903700 -1.191200 0.11 -0.10 -0.14 -0.003